{
  "formula": "C5H11N2",
  "method": "ωB97M-V/def2-TZVPD",
  "spin_multiplicity": 1,
  "lumo_energy_ev": [-5.5, -5.5],
  "e_homo_ha": [-0.4380, -0.4381],
  "gap_ha": [0.23684, 0.23688],
  "de_lowest_kj_mol": 489.9,
  "total_charge": 1,
  "e_tot_ha": -306.19690,
  "species": ["C", "C", "C", "C", "C", "N", "N", "H", "H", "H", "H", "H", "H", "H", "H", "H", "H", "H"],
  "xyz": [[3.466, -0.653, 0.467], [1.980, 0.893, -0.604], [-0.530, 0.624, 1.081], [-1.331, -1.534, 0.327], [-1.890, 0.475, -0.881], [2.943, 0.175, -0.217], [-1.329, -0.104, 0.287], [4.542, -0.437, 0.570], [1.650, 0.781, -1.652], [1.628, 1.809, -0.129], [0.110, 0.207, 1.779], [-0.791, 1.681, 1.249], [-1.202, -2.090, -0.577], [-0.719, -1.794, 1.103], [-2.326, -1.828, 0.594], [-1.164, 0.941, -1.540], [-2.497, -0.332, -1.355], [-2.541, 1.184, -0.501]]
}

{
  "formula": "C26H35F3MnN9S",
  "method": "ωB97M-V/def2-TZVPD",
  "spin_multiplicity": 4,
  "lumo_energy_ev": [-11.9, -10.7],
  "e_homo_ha": [-0.6081, -0.6116],
  "gap_ha": [0.16989, 0.21798],
  "de_lowest_kj_mol": 74.9,
  "total_charge": 3,
  "e_tot_ha": -3352.32808,
  "species": ["Mn", "C", "C", "N", "N", "C", "N", "S", "C", "C", "C", "C", "C", "N", "H", "H", "H", "H", "H", "H", "H", "H", "H", "H", "C", "N", "C", "N", "C", "N", "C", "N", "C", "C", "H", "H", "H", "H", "H", "H", "H", "H", "H", "H", "H", "H", "C", "C", "C", "C", "C", "C", "H", "H", "H", "H", "H", "H", "H", "H", "H", "F", "C", "F", "F", "C", "C", "C", "N", "C", "C", "H", "H", "H", "H"],
  "xyz": [[-0.133, 0.433, -0.190], [-1.722, -1.543, 3.253], [-1.023, -0.726, 2.227], [-0.833, -1.045, 0.983], [-1.163, -2.281, 0.508], [-1.025, -2.532, -0.816], [-1.232, -3.739, -1.310], [-0.618, -1.244, -1.853], [-0.430, 0.565, 2.605], [-0.337, 0.978, 3.935], [0.335, 2.154, 4.234], [0.898, 2.895, 3.202], [0.752, 2.436, 1.898], [0.099, 1.309, 1.594], [-2.209, -2.429, 2.852], [-2.495, -0.940, 3.732], [-1.040, -1.858, 4.045], [-1.371, -3.037, 1.162], [-1.507, -4.546, -0.765], [-1.131, -3.889, -2.307], [-0.756, 0.379, 4.728], [0.429, 2.476, 5.261], [1.447, 3.803, 3.403], [1.178, 2.984, 1.061], [-3.228, 1.404, 0.542], [-2.097, 1.701, -0.395], [-1.794, 3.167, -0.194], [-2.941, 3.992, -0.421], [-4.003, 3.659, 0.516], [-4.357, 2.262, 0.309], [-4.853, 2.092, -1.051], [-3.783, 2.453, -1.968], [-2.656, 1.589, -1.785], [-3.418, 3.850, -1.788], [-2.890, 1.549, 1.573], [-3.548, 0.366, 0.415], [-0.994, 3.449, -0.884], [-1.455, 3.318, 0.836], [-4.873, 4.296, 0.344], [-3.655, 3.815, 1.540], [-5.725, 2.726, -1.215], [-5.143, 1.052, -1.214], [-1.859, 1.857, -2.487], [-2.961, 0.553, -1.969], [-4.280, 4.496, -1.955], [-2.628, 4.131, -2.488], [2.261, 2.613, -4.452], [0.797, 2.290, -4.119], [-0.087, 3.472, -4.538], [0.357, 1.015, -4.880], [0.647, 1.981, -2.719], [0.443, 1.588, -1.567], [2.339, 2.793, -5.520], [2.924, 1.794, -4.189], [2.582, 3.506, -3.924], [0.041, 3.650, -5.602], [0.206, 4.374, -4.009], [-1.141, 3.272, -4.362], [0.448, 1.194, -5.947], [-0.678, 0.763, -4.659], [0.983, 0.167, -4.618], [6.740, -0.886, 0.964], [6.217, 0.175, 0.355], [6.850, 0.371, -0.792], [6.417, 1.242, 1.137], [4.721, -0.023, 0.153], [4.119, -0.015, -1.097], [2.737, -0.095, -1.164], [1.950, -0.165, -0.081], [2.553, -0.285, 1.109], [3.924, -0.215, 1.274], [4.703, 0.072, -2.000], [2.244, -0.091, -2.126], [1.935, -0.455, 1.980], [4.361, -0.292, 2.258]]
}

{
  "formula": "C11H34N4O15",
  "method": "ωB97M-V/def2-TZVPD",
  "spin_multiplicity": 1,
  "lumo_energy_ev": -0.1,
  "smiles": "C[N+](=O)[O-].C[N+](=O)[O-].C[N+](=O)[O-].C[N+](=O)[O-].COC(=O)OC.CO.CO.CO.CO",
  "e_homo_ha": -0.3752,
  "gap_ha": 0.37288,
  "e_tot_ha": -1786.65420,
  "species": ["C", "O", "H", "H", "H", "H", "C", "O", "H", "H", "H", "H", "C", "O", "H", "H", "H", "H", "C", "O", "H", "H", "H", "H", "C", "N", "O", "O", "H", "H", "H", "C", "N", "O", "O", "H", "H", "H", "C", "N", "O", "O", "H", "H", "H", "C", "N", "O", "O", "H", "H", "H", "C", "O", "C", "O", "O", "C", "H", "H", "H", "H", "H", "H"],
  "xyz": [[-2.867, -3.075, 1.567], [-3.227, -3.389, 0.238], [-2.778, -3.974, 2.203], [-1.852, -2.659, 1.625], [-3.685, -2.494, 1.987], [-2.594, -4.022, -0.114], [1.632, -3.080, 1.336], [2.739, -3.944, 1.283], [0.947, -3.292, 2.168], [1.901, -2.025, 1.435], [1.006, -3.164, 0.437], [3.538, -3.418, 1.248], [2.076, 0.761, -4.139], [2.116, 0.979, -5.532], [3.101, 0.771, -3.737], [1.584, 1.605, -3.644], [1.627, -0.167, -3.800], [2.333, 1.880, -5.766], [2.474, -3.095, -2.678], [1.550, -4.073, -3.181], [2.798, -2.256, -3.297], [1.904, -2.688, -1.842], [3.347, -3.617, -2.275], [1.928, -4.471, -3.975], [-5.612, 1.599, 1.322], [-4.352, 1.625, 2.117], [-4.442, 1.573, 3.329], [-3.304, 1.639, 1.489], [-5.782, 0.593, 0.957], [-5.456, 2.255, 0.466], [-6.382, 2.050, 1.938], [-0.476, 0.118, 0.275], [0.221, 0.190, -1.031], [1.259, -0.421, -1.141], [-0.271, 0.914, -1.863], [-1.213, 0.904, 0.328], [0.183, 0.143, 1.142], [-0.794, -0.929, 0.301], [0.208, -1.814, 5.426], [1.171, -1.091, 4.538], [0.762, -0.658, 3.482], [2.321, -1.035, 4.918], [0.118, -1.179, 6.299], [0.572, -2.818, 5.624], [-0.710, -1.964, 4.865], [-0.867, 2.150, -5.247], [-2.330, 1.928, -5.364], [-2.875, 1.146, -4.622], [-2.865, 2.395, -6.342], [-0.567, 1.967, -4.219], [-0.703, 3.199, -5.481], [-0.264, 1.532, -5.905], [0.177, 4.812, 1.491], [0.566, 3.457, 1.574], [1.838, 3.115, 1.602], [2.800, 3.823, 1.519], [1.878, 1.769, 1.726], [3.143, 1.210, 2.086], [-0.884, 4.836, 1.241], [0.647, 5.368, 0.677], [0.346, 5.285, 2.458], [3.427, 1.591, 3.067], [3.911, 1.497, 1.364], [3.008, 0.135, 2.046]]
}

{
  "formula": "C3IO3S",
  "method": "ωB97M-V/def2-TZVPD",
  "spin_multiplicity": 1,
  "lumo_energy_ev": 3.3,
  "e_homo_ha": -0.1219,
  "gap_ha": 0.24248,
  "de_lowest_kj_mol": 0.0,
  "total_charge": -1,
  "e_tot_ha": -1035.94649,
  "species": ["C", "C", "C", "O", "O", "O", "S", "I"],
  "xyz": [[0.768, -2.113, -1.183], [-2.247, -0.258, -1.380], [0.730, 1.769, 1.985], [1.674, -1.433, -1.374], [1.656, 1.572, 1.340], [-0.134, 2.039, 2.687], [-1.535, -0.707, -2.720], [-0.913, -0.869, 0.645]]
}